Here is a cluster of 2 separate species, CH2N2OS in total from the OMol25 dataset. Energies are from wB97M-V/def2-TZVPD.

Element x y z (Å)
C (-0.76067, -0.49490, -0.08695)
N (-0.26446, 1.91890, -0.00678)
N (0.50388, -0.73098, 0.00598)
O (0.92431, 1.69398, -0.00274)
S (-2.35076, -0.92266, -0.02055)
H (1.03853, 0.09435, -0.14670)
H (0.90918, -1.55870, 0.25774)

Cartesian forces (eV/Å) of the 2 atoms listed first:
C -2.4 0.7 0.7
N 3.2 -3.1 -0.2

Computed properties:
Relative energy (zero: lowest compared OMol25 entry of this formula, charge and spin), kJ/mol: 266.7
Kohn-Sham gap (alpha / beta), eV: 6.72 / 6.75
E_tot, eV: -16927.5522
2S+1: 1

From a natural (NBO) analysis of the wavefunction, the atomic charges in e read: 0.146 0.141 -0.780 -0.315 0.000 0.400 0.409

Here is the ion C4H8N3OS with charge -1 from the OMol25 dataset. Energies are from wB97M-V/def2-TZVPD.

Element x y z (Å)
C (-0.42862, -0.40973, 0.45006)
C (-0.71671, 0.93900, 0.74173)
C (-1.34408, -1.60260, 0.20990)
C (0.94342, -0.59462, -1.64757)
N (1.57073, 0.67528, 0.14711)
N (0.85870, -0.52751, -0.17941)
N (0.48001, 1.66336, 0.37712)
O (0.64685, 2.71037, 1.27002)
S (-2.10693, 1.57859, 1.53074)
H (-1.95486, -1.62657, 1.12216)
H (-0.72771, -2.52967, 0.05184)
H (-2.08436, -1.47769, -0.62729)
H (1.88871, -0.75414, -2.06113)
H (0.46885, -1.38205, -2.21931)
H (0.52376, 0.22250, -2.10238)
H (1.97981, 0.58899, 1.05007)
H (0.00243, 2.52649, 1.88635)

Cartesian forces (eV/Å) of the 2 atoms listed first:
C -1.1 1.4 -1.2
C 1.0 -3.9 -0.6

Computed properties:
SMILES: CC1=C([S-])N(O)NN1C
Net charge: -1
Relative energy (zero: lowest compared OMol25 entry of this formula, charge and spin), kJ/mol: 86.7
Kohn-Sham gap, eV: 6.25
E_tot, eV: -21627.2302
2S+1: 1

From a natural (NBO) analysis of the wavefunction, the atomic charges in e read: -0.047 -0.067 -0.651 -0.422 -0.315 -0.312 -0.073 -0.578 -0.496 0.231 0.203 0.194 0.187 0.182 0.178 0.316 0.470

Here is a cluster of 5 separate species, CH12O4S2 in total from the OMol25 dataset. Energies are from wB97M-V/def2-TZVPD.

Element x y z (Å)
C (-1.83873, 0.06427, 3.48595)
S (-0.77766, 0.76770, 2.22307)
S (1.03555, -0.14022, 2.75017)
H (-2.87893, 0.17837, 3.18111)
H (-1.74803, 0.58380, 4.44095)
H (-1.66186, -0.98698, 3.66871)
H (1.21170, -0.72749, 1.56472)
H (-1.37472, 2.76658, -2.23876)
H (-1.05037, 1.32246, -1.96346)
O (-0.70392, 2.19778, -1.85604)
H (-1.35066, -0.47376, -0.17403)
H (-0.23227, -1.11690, -0.95067)
O (-1.08161, -0.67519, -1.07980)
H (1.98616, -3.25054, -2.61107)
H (2.19804, -1.76619, -2.58939)
O (1.53441, -2.43457, -2.36673)
H (2.66544, 1.77835, -2.19870)
H (1.67987, 1.02037, -1.32495)
O (2.38758, 0.89216, -1.96110)

Cartesian forces (eV/Å) of the 2 atoms listed first:
C -0.6 0.1 0.6
S 0.4 -0.2 0.1

Computed properties:
SMILES: CSS.O.O.O.O
Relative energy (zero: lowest compared OMol25 entry of this formula, charge and spin), kJ/mol: 55.7
Kohn-Sham gap, eV: 9.37
E_tot, eV: -31092.2647
2S+1: 1

From a natural (NBO) analysis of the wavefunction, the atomic charges in e read: -0.763 0.089 -0.133 0.232 0.219 0.232 0.131 0.465 0.491 -0.960 0.475 0.482 -0.960 0.468 0.483 -0.951 0.475 0.480 -0.955

Here is a structure of composition C9H9NO6PdS from the OMol25 dataset. Energies are from wB97M-V/def2-TZVPD.

Element x y z (Å)
Pd (0.79124, 0.23973, 0.35749)
O (-3.27413, -4.19724, 0.90995)
C (-2.39992, -3.19118, 0.73320)
C (-1.78833, -2.93420, -0.49468)
C (-0.88401, -1.90286, -0.56901)
N (-0.60540, -1.16199, 0.49694)
C (-1.20201, -1.36623, 1.66853)
C (-2.11214, -2.37951, 1.83103)
C (-0.80301, -0.36249, 2.72540)
O (-1.20944, -0.48312, 3.85763)
O (-0.06293, 0.57934, 2.24312)
C (-0.16185, -1.47566, -1.82716)
O (-0.33395, -2.08923, -2.85665)
O (0.56653, -0.42671, -1.64548)
H (-3.38116, -4.69635, 0.08970)
H (-1.98725, -3.50794, -1.39148)
H (-2.57870, -2.53585, 2.79314)
C (3.06233, 4.02728, -0.38488)
S (1.71128, 2.93473, 0.03653)
C (1.15032, 2.69681, -1.65384)
O (2.40354, 1.61127, 0.38973)
H (2.65711, 4.91249, -0.87087)
H (3.74175, 3.48636, -1.04206)
H (3.56892, 4.30609, 0.53629)
H (0.93768, 3.66311, -2.10890)
H (0.25254, 2.08347, -1.63654)
H (1.94100, 2.16992, -2.18713)

Cartesian forces (eV/Å) of the 2 atoms listed first:
Pd -1.9 -1.6 0.6
O 0.0 0.0 -0.1

Computed properties:
Relative energy (zero: lowest compared OMol25 entry of this formula, charge and spin), kJ/mol: 0.0
Kohn-Sham gap, eV: 8.90
E_tot, eV: -37569.0426
2S+1: 1

From a natural (NBO) analysis of the wavefunction, the atomic charges in e read: 1.013 -0.636 0.378 -0.299 0.132 -0.405 0.132 -0.276 0.739 -0.596 -0.730 0.742 -0.607 -0.759 0.490 0.252 0.267 -0.815 1.246 -0.821 -0.944 0.241 0.246 0.250 0.237 0.266 0.255

The highest relative energy (zero: lowest compared OMol25 entry of this formula, charge and spin) belongs to which entry? CH2N2OS

Look up the relative energy (zero: lowest compared OMol25 entry of this formula, charge and spin) of the first one. 266.7 kJ/mol

Which value of relative energy (zero: lowest compared OMol25 entry of this formula, charge and spin) does entry 3 give? 55.7 kJ/mol

Number 4 is which compound? C9H9NO6PdS